Record 1
7 unconnected molecules or ions with the total composition C5H27N3O6 at a distorted geometry, computed with ωB97M-V with the def2-TZVPD basis set.

CARTESIAN COORDINATES (ANGSTROEM)
C (2.4482, -0.5196, 2.3602)
C (1.3407, -0.0956, 1.4248)
C (1.0823, 1.4535, 1.3726)
C (-0.2163, 2.0131, 0.8631)
N (0.1722, 2.7360, -2.7393)
C (0.2729, 2.7576, -1.4155)
N (-0.3398, 1.9318, -0.6411)
N (0.1531, -0.9831, 1.6986)
H (2.4210, -1.6128, 2.5179)
H (3.3880, -0.1880, 1.9908)
H (2.3651, -0.1259, 3.4244)
H (1.9154, -0.6379, 0.4613)
H (1.2932, 1.7654, 2.4331)
H (2.0157, 1.9157, 1.0012)
H (-0.2258, 3.1334, 1.2240)
H (-0.9973, 1.3598, 1.2965)
H (-0.3332, 2.0063, -3.2173)
H (0.5678, 3.4745, -3.2856)
H (0.8968, 3.6967, -1.0151)
H (-0.9182, 1.1957, -1.0558)
H (-0.0672, -1.6256, 0.9328)
H (-0.6957, -0.4608, 1.8630)
H (0.2899, -1.5564, 2.5435)
H (-1.6562, -1.0916, 4.0798)
H (-2.6590, -2.0025, 3.1053)
O (-1.7884, -1.6486, 3.3160)
H (4.3257, 2.0321, -1.8811)
H (3.8441, 2.5400, -0.5449)
O (3.5698, 1.9566, -1.2517)
H (-0.4642, -3.0357, -3.3790)
H (-1.8274, -2.8453, -4.0039)
O (-1.3624, -2.7689, -3.1692)
H (-4.0294, -2.3911, -1.0603)
H (-2.6781, -2.9418, -1.7780)
O (-3.3736, -3.0831, -1.1330)
H (-2.8180, 0.0546, -1.4625)
H (-3.8716, 1.1977, -1.3888)
O (-2.9991, 0.9182, -1.0787)
H (0.8849, -3.4457, -0.6238)
H (-0.2389, -2.3911, -1.2569)
O (0.3131, -2.6878, -0.5273)

Properties
* net charge: +2
* energy relative to the best compared isomer or geometry (same formula, charge and spin): 68.5 kcal/mol
* total energy: -22363.064 eV

Atom charges from the Mulliken analysis, given in e for atoms 1 to 2: -1.9397 0.6654

Record 2
4 unconnected molecules or ions with the total composition C20H28FNO10 at a distorted geometry, computed with ωB97M-V with the def2-TZVPD basis set.

CARTESIAN COORDINATES (ANGSTROEM)
O (-2.2936, 1.0227, -0.9880)
C (-3.2128, 1.1954, -1.7415)
C (-3.1343, 0.9157, -3.2144)
C (-3.6856, 1.7816, -4.0409)
C (-4.3437, 2.9688, -3.4036)
O (-4.2721, 4.0878, -3.8369)
C (-5.0813, 2.6363, -2.1273)
C (-6.4162, 3.2896, -1.8834)
O (-6.6492, 3.9862, -0.9412)
N (-7.4600, 3.0167, -2.8932)
C (-8.1057, 1.7583, -2.6358)
O (-9.2553, 1.5722, -2.8899)
F (-7.3625, 0.7968, -2.0889)
C (-4.5339, 1.7675, -1.3038)
H (-2.6538, 0.0102, -3.5491)
H (-3.6934, 1.6527, -5.1091)
H (-6.9247, 2.8443, -3.7487)
H (-5.0110, 1.4646, -0.3862)
O (2.8520, 0.7122, -2.1521)
C (2.3712, 0.5124, -1.0669)
O (2.4800, -0.7027, -0.5164)
C (2.0823, -0.9818, 0.8360)
C (0.6025, -1.2787, 0.9420)
C (1.5839, 1.5822, -0.3485)
H (2.3975, -0.1760, 1.4981)
H (2.6472, -1.8651, 1.1310)
H (-0.0031, -0.4233, 0.6327)
H (0.3402, -1.5340, 1.9600)
H (0.3354, -2.1083, 0.2908)
H (0.5711, 1.6048, -0.7500)
H (2.0626, 2.5418, -0.5349)
H (1.5425, 1.4538, 0.7301)
O (0.3917, -3.7491, 2.2349)
C (0.2631, -4.8425, 1.7592)
O (-0.9542, -5.2316, 1.3398)
C (-1.1879, -6.4376, 0.6091)
C (-1.3288, -7.6328, 1.5291)
C (1.4195, -5.8119, 1.6935)
H (-0.4173, -6.5844, -0.1493)
H (-2.1231, -6.2765, 0.0756)
H (-0.4165, -7.8139, 2.0976)
H (-1.5602, -8.5309, 0.9558)
H (-2.1270, -7.4599, 2.2509)
H (1.5350, -6.2883, 2.6659)
H (2.3215, -5.2492, 1.4643)
H (1.3185, -6.5768, 0.9271)
O (3.8093, 1.5583, 2.4666)
C (4.6117, 2.3921, 2.1474)
O (4.7444, 3.4934, 2.9048)
C (5.7762, 4.4636, 2.7111)
C (5.4057, 5.4704, 1.6417)
C (5.4104, 2.2599, 0.8721)
H (6.7314, 3.9758, 2.5107)
H (5.8803, 4.9707, 3.6688)
H (5.2719, 4.9957, 0.6696)
H (6.1810, 6.2313, 1.5484)
H (4.4631, 5.9566, 1.8932)
H (4.7937, 2.5811, 0.0330)
H (5.6682, 1.2118, 0.7397)
H (6.3422, 2.8203, 0.8691)

Properties
* SMILES: O=C1C=CC(=O)C(C(=O)NC(=O)F)=C1.CCOC(C)=O.CCOC(C)=O.CCOC(C)=O
* total energy: -45874.559 eV

Atom charges from the Mulliken analysis, given in e for atoms 1 to 2: -0.4786 0.0681

Number 1: E_LUMO -5.76 eV, HOMO level -16.2 eV, frontier orbital gap 10.44 eV. Number 2: E_LUMO -1.50 eV, HOMO level -9.7 eV, frontier orbital gap 8.18 eV.